No. 1
# C42H41BrCl3LaN6O5S3

A structure of composition C42H41BrCl3LaN6O5S3 in a non-equilibrium geometry (the ωB97M-V functional and the def2-TZVPD basis, OMol25).

Last column: Löwdin charge in e.
Atoms and positions in Å:
La  0.4628  -0.3953  -1.2022  1.454
Br  -3.9196  -7.1528  -0.6076  0.760
Cl  -5.2092  1.4594  0.4324  0.746
Cl  -1.2463  -0.7829  -3.6082  0.563
Cl  2.0277  -1.2906  -3.0876  0.058
S  1.3772  -2.4008  0.4801  0.533
S  -3.3377  4.9068  3.5478  0.398
S  0.3633  1.6194  -3.9386  0.864
O  -2.5732  6.1261  3.3649  -0.363
O  -0.8058  -3.0608  -1.7085  -0.258
O  -4.4501  4.7599  2.6092  -0.374
O  -1.6907  -1.6393  0.3430  -0.087
O  -3.6684  4.5575  4.9125  -0.349
N  2.8199  1.8046  -2.1592  -0.175
N  -2.2787  -2.2221  3.1224  0.143
N  3.1907  0.0071  0.5006  -0.202
N  -4.4536  -2.7344  2.9949  0.198
N  -1.6288  1.5315  -1.2147  -0.046
N  0.1895  0.5045  1.4424  -0.005
C  -2.3328  -1.0431  5.3690  -0.029
C  4.0138  1.5228  -1.3563  -0.196
C  -2.2563  -4.9201  -1.1310  -0.048
C  3.5912  1.5903  -6.3406  -0.069
C  5.1278  -1.2190  -0.4792  -0.046
C  -2.7843  1.1566  -0.6603  -0.183
C  -2.4946  3.7641  -1.3000  -0.023
C  -2.5451  2.2736  3.2592  -0.040
C  -3.8117  2.0364  -0.3745  -0.638
C  -2.2134  3.5913  3.0011  -0.248
C  -3.3020  -2.8349  2.4102  -0.277
C  -0.2874  2.8766  1.7656  -0.048
C  -2.1549  -2.9337  0.2081  -0.176
C  -3.0225  -3.5061  1.1358  -0.071
C  3.8003  -1.1759  -0.0692  -0.326
C  -3.1926  -5.4388  -0.2482  -0.664
C  2.2975  1.5461  -5.8525  -0.095
C  -4.2207  -2.0469  4.1729  -0.216
C  4.6384  1.7138  -5.4451  -0.060
C  -1.7532  1.2511  2.7556  -0.035
C  -3.5689  -4.7644  0.8898  -0.058
C  5.6654  -2.3646  -1.0443  -0.076
C  -2.8527  -1.7398  4.2866  -0.211
C  2.0567  1.6124  -4.4871  -0.492
C  -1.0883  3.8979  2.2556  -0.047
C  -4.5917  -0.9666  6.2527  -0.079
C  3.2802  -0.1413  1.9656  -0.090
C  -0.3072  0.1583  -4.7931  -0.819
C  3.7881  1.2971  0.1323  -0.174
C  -5.1061  -1.6558  5.1735  -0.006
C  2.2548  3.1205  -1.8110  -0.065
C  -3.2278  -0.6653  6.3514  -0.075
C  -1.7322  -3.6578  -0.9090  -0.224
C  -0.1100  -3.9357  -2.6006  -0.090
C  -1.5006  2.8302  -1.5109  -0.180
C  3.0300  -2.3459  -0.1357  -0.653
C  -3.6871  3.3758  -0.7141  -0.038
C  -0.6315  1.5501  1.9925  -0.318
C  3.5924  -3.5053  -0.6642  -0.126
C  4.3973  1.7805  -4.0823  -0.011
C  3.1037  1.7314  -3.5649  -0.299
C  4.8896  -3.5086  -1.1449  -0.083
H  2.9865  -4.4006  -0.7005  0.098
H  -2.9094  0.1055  -0.4452  0.090
H  0.0093  -0.3663  1.9272  0.041
H  0.6994  -3.3554  -3.0277  0.005
H  -0.9718  0.4471  -5.6004  0.046
H  5.7639  -0.3526  -0.3463  0.114
H  2.9600  0.7755  2.4678  0.093
H  -6.1597  -1.8817  5.0905  0.114
H  1.4620  1.4645  -6.5358  0.111
H  -0.7699  -4.2839  -3.3980  0.101
H  3.1335  2.0765  0.5345  0.112
H  0.5280  -0.4545  -5.1196  0.009
H  -3.4110  2.0642  3.8734  0.123
H  4.7204  2.3621  -1.4328  0.130
H  3.0436  3.8753  -1.6975  0.109
H  4.7603  1.4272  0.6295  0.128
H  4.4767  0.6359  -1.7799  0.099
H  5.6563  1.7728  -5.8058  0.110
H  -0.8457  4.9401  2.0937  0.113
H  0.3018  -4.7868  -2.0557  0.108
H  4.3150  -0.3416  2.2671  0.106
H  -4.4567  4.0852  -0.4500  0.124
H  -0.5591  3.1301  -1.9483  0.047
H  3.7771  1.5344  -7.4041  0.109
H  -1.9581  -5.5054  -1.9869  0.104
H  -1.2795  -0.8020  5.4356  0.114
H  5.2482  1.8881  -3.4272  0.108
H  -4.2555  -5.1963  1.6026  0.119
H  5.2958  -4.4097  -1.5848  0.105
H  -5.2549  -0.6372  7.0407  0.105
H  0.6076  3.1012  1.1916  0.091
H  -2.3328  4.7969  -1.5743  0.120
H  2.6608  -0.9793  2.2803  0.050
H  1.6948  3.0593  -0.8778  0.065
H  -2.1255  -1.2471  1.1173  0.085
H  1.1621  0.7454  1.5916  0.032
H  -2.8667  -0.1116  7.2071  0.108
H  -2.0041  0.2189  2.9686  0.075
H  -1.2951  -2.3977  2.9836  0.163
H  1.5820  3.4625  -2.5935  0.059
H  6.6895  -2.3642  -1.3927  0.103

Values from the calculation:
- Gap between HOMO and LUMO: 7.231 eV
- 2S+1: 1

***

No. 2
# C42H41ClEuO2P2

A structure of composition C42H41ClEuO2P2 in a non-equilibrium geometry (the ωB97M-V functional and the def2-TZVPD basis, OMol25).

Last column: Mulliken spin population.
Atoms and positions in Å:
Eu  -2.0995  2.0410  -0.3392  7.066
Cl  -5.6299  6.3988  6.5517  0.000
P  1.8314  -0.0833  -3.6384  -0.001
P  0.1694  -2.9935  -3.2442  0.000
O  -2.2260  2.1518  2.3965  0.000
O  -3.2586  3.5778  1.0266  -0.008
C  3.8970  0.8988  -7.0965  0.000
C  0.4997  -4.5567  -4.2119  0.000
C  0.6872  2.8955  4.0890  -0.001
C  0.2745  -4.2205  -0.6694  0.000
C  3.3024  3.0085  -1.3222  0.001
C  2.9145  0.7482  -6.1009  0.000
C  1.1288  -6.8739  -5.7359  0.000
C  1.3872  -4.4884  -5.3067  0.000
C  0.7413  0.4237  3.7883  -0.003
C  -4.2346  3.1012  4.6071  0.001
C  3.1156  2.1308  -2.3997  -0.001
C  -3.0826  3.0750  2.2140  -0.022
C  4.5420  -0.2996  -4.6637  0.000
C  1.6894  -5.6338  -6.0562  0.000
C  -1.7210  -4.7566  0.6221  0.000
C  -0.5043  3.2980  4.5455  0.001
C  -1.1904  0.3222  5.4570  0.000
C  -4.8552  3.9218  5.5948  0.000
C  1.4769  1.6780  4.4309  0.000
C  -0.5697  -0.0351  4.3251  0.000
C  -0.3279  -4.7355  0.4813  0.000
C  -0.5343  -3.7111  -1.6962  -0.001
C  -0.0313  -5.8150  -3.8725  0.000
C  0.2875  -6.9596  -4.6207  0.000
C  2.5263  -1.5466  -2.7941  -0.001
C  -2.5217  -4.3050  -0.4369  0.000
C  2.1401  1.1286  -2.2878  0.009
C  2.5010  2.9180  -0.1759  0.000
C  -4.4376  4.9214  3.0180  0.000
C  -3.9634  3.6620  3.3176  0.002
C  -5.0184  5.7435  4.0055  0.000
C  1.3496  1.0038  -1.1205  -0.008
C  -4.1842  1.0147  0.5365  -0.051
C  3.2207  0.1586  -4.8593  0.000
C  1.5081  1.9259  -0.0902  0.010
C  5.5089  -0.1892  -5.6690  0.000
C  -1.9424  -3.7861  -1.5994  0.000
C  -5.1510  5.2823  5.3210  0.000
C  5.1930  0.4195  -6.8892  0.000
C  1.8988  -2.7474  -2.7790  0.000
C  -1.1099  2.8859  5.8363  0.000
C  -0.8391  1.4903  6.3477  0.000
H  -4.9056  1.8726  0.6846  0.002
H  3.6422  1.3875  -8.0417  0.000
H  2.6429  3.5867  0.6796  0.000
H  0.3142  -5.1337  1.2640  0.000
H  0.2411  1.3970  6.4897  0.000
H  1.4899  -0.3865  3.6786  0.000
H  -5.3658  6.7400  3.7251  0.000
H  -3.8784  0.7271  1.5862  0.003
H  1.8221  -3.5199  -5.5763  0.000
H  -4.0087  2.0491  4.8653  0.000
H  1.7118  1.5966  5.5207  0.000
H  -0.7161  -5.8966  -3.0211  0.000
H  -2.0265  -0.2461  5.8492  0.000
H  2.4196  1.7686  3.8250  0.000
H  2.4321  -3.6670  -2.5086  0.000
H  -1.2757  1.3386  7.3522  0.000
H  3.7298  2.2474  -3.3027  0.000
H  4.8249  -0.7506  -3.7145  0.000
H  6.5141  -0.5830  -5.4948  0.000
H  -4.6983  0.1797  0.0365  -0.002
H  -5.1417  3.5527  6.5888  0.000
H  -2.5741  -3.3918  -2.4061  0.000
H  5.9457  0.5022  -7.6727  0.000
H  1.3785  -7.7645  -6.3135  0.000
H  1.8947  1.1015  -6.2737  0.000
H  -3.6070  -4.3702  -0.3595  0.000
H  -1.0588  4.0313  3.9944  0.000
H  -4.3420  5.2519  1.9826  -0.001
H  1.2086  3.4775  3.3425  0.000
H  0.8619  1.8405  0.7954  0.002
H  -2.1762  -5.1928  1.5173  0.000
H  3.4906  -1.4176  -2.2764  0.000
H  -2.1458  3.2045  5.8648  0.000
H  -0.6533  3.5313  6.5930  0.000
H  4.0659  3.7823  -1.3757  0.000
H  2.3734  -5.5506  -6.9033  0.000
H  0.6204  0.1801  -1.0503  0.000
H  -0.1217  -7.9275  -4.3221  0.000
H  0.5093  0.6838  2.7257  0.002
H  -1.1603  -0.5549  3.5539  0.000
H  1.3642  -4.1657  -0.7392  0.000

Values from the calculation:
- Relative energy (zero: lowest compared OMol25 entry of this formula, charge and spin): 0.000 eV
- Gap between HOMO and LUMO (alpha / beta): 6.482 / 6.545 eV
- 2S+1: 8

***

No. 3
# C42H41N8O3S2ScSeSi

A structure of composition C42H41N8O3S2ScSeSi (the ωB97M-V functional and the def2-TZVPD basis, OMol25).

Last column: Löwdin charge in e.
Atoms and positions in Å:
Se  -1.2436  -2.5564  -1.0772  0.688
Sc  -0.4612  0.2950  -0.1867  0.933
S  0.0119  2.7309  -4.4419  0.947
S  -0.7144  -0.0854  -3.7478  0.543
Si  -0.5704  1.8498  2.9958  0.434
O  1.1531  -0.0682  -1.3598  -0.208
O  -2.4219  0.6851  -0.3568  -0.187
O  2.6671  1.4796  -2.8892  0.050
N  -6.1095  2.5479  -2.6217  0.102
N  -3.6115  0.1611  -2.1951  0.188
N  -0.6473  1.9973  -2.0256  -0.025
N  -3.9202  3.7891  0.9542  0.138
N  1.1816  -1.1591  0.8417  -0.044
N  2.3862  -1.1609  0.2213  0.091
N  0.1959  1.9134  1.4545  -0.116
N  -1.2814  -1.3224  1.7321  0.062
C  1.1467  2.8624  1.1249  -0.381
C  4.7751  0.5769  -3.5475  -0.026
C  0.0326  6.1103  -2.1939  -0.118
C  -0.0547  3.9557  -3.2082  -0.495
C  -4.4779  -7.4821  1.0534  -0.076
C  -0.0828  -5.2026  0.2294  -0.093
C  0.2040  5.3127  -3.3157  -0.121
C  3.1526  4.7650  0.3942  -0.135
C  -2.3150  -6.2464  0.6341  -0.043
C  2.9824  3.5886  -0.3251  -0.091
C  -4.2181  2.0940  -0.9487  -0.199
C  -0.3554  -2.1039  2.3105  -0.309
C  5.6720  -1.3034  -2.3582  -0.109
C  -2.4340  1.5244  2.8667  -0.179
C  -2.5541  -1.5114  2.0580  -0.160
C  -3.3727  0.9764  -1.1534  -0.480
C  -2.9800  -2.4759  2.9550  -0.044
C  5.7879  -0.3449  -3.3545  -0.107
C  -4.0292  3.0109  0.1061  -0.236
C  1.3165  4.0879  1.8078  -0.070
C  2.2596  -0.5356  -0.9356  -0.422
C  4.5338  -1.3345  -1.5699  -0.027
C  -0.4612  3.3693  -1.9980  -0.303
C  -2.2547  -4.0083  -0.2931  -0.521
C  -4.3539  -5.1104  0.2067  -0.041
C  -0.6944  -3.0793  3.2467  -0.029
C  -2.0228  -3.2712  3.5697  -0.063
C  -4.4400  -2.8182  -0.7623  -0.089
C  0.9946  -1.9778  1.7999  -0.122
C  -3.6617  -3.9947  -0.2546  -0.309
C  -5.2618  2.3577  -1.8566  -0.263
C  -0.5948  3.3287  4.2208  -0.216
C  -0.4215  5.5507  -1.0023  -0.087
C  3.4920  -0.4337  -1.7619  -0.052
C  2.0079  2.6743  0.0231  -0.047
C  -0.4825  1.4788  -3.2338  -1.136
C  -3.7023  -6.2568  0.6401  -0.300
C  -0.6846  4.1969  -0.8992  -0.023
C  2.2917  5.0044  1.4557  -0.123
C  -1.5860  -5.1478  0.1884  -0.310
C  3.6267  0.5514  -2.7564  -0.246
C  0.3079  0.5717  4.1233  -0.169
H  1.7763  -2.6542  2.1374  0.129
H  0.9326  1.0945  4.8526  0.015
H  -3.2674  -0.8695  1.5572  0.104
H  -3.8248  -8.2132  1.5325  0.062
H  -4.2599  -2.7041  -1.8311  0.069
H  4.4220  -2.0696  -0.7852  0.105
H  0.4022  3.6668  4.5154  0.016
H  1.8823  1.7988  -0.5939  0.064
H  -4.2126  0.4822  -2.9344  0.100
H  -5.4411  -5.0834  0.2030  0.106
H  -2.7234  1.2378  1.8587  -0.018
H  0.6337  4.3370  2.6054  0.055
H  6.4638  -2.0260  -2.2049  0.089
H  -2.3180  -4.0389  4.2741  0.102
H  2.7931  2.0222  -3.6753  0.100
H  0.5242  5.7347  -4.2613  0.092
H  -1.0573  3.7622  0.0188  0.098
H  -1.1453  4.1858  3.8218  0.026
H  2.3665  5.9335  2.0123  0.089
H  -2.7574  0.7430  3.5589  0.022
H  6.6726  -0.3067  -3.9786  0.093
H  -0.4075  -0.0480  4.6728  0.020
H  3.9196  5.4804  0.1222  0.079
H  4.8606  1.3419  -4.3124  0.109
H  0.3240  -4.8459  -0.7170  0.043
H  -0.5675  6.1826  -0.1351  0.101
H  -2.9784  2.4397  3.1054  0.013
H  -4.0336  -2.6059  3.1596  0.107
H  -4.1095  -1.8920  -0.2955  0.043
H  -5.2815  -7.2291  1.7487  0.067
H  0.0838  -3.6836  3.6961  0.112
H  -1.7767  -7.1264  0.9782  0.100
H  -5.5105  -2.9461  -0.5885  0.071
H  -2.8536  -0.4707  -2.4411  -0.003
H  -4.9338  -7.9602  0.1819  0.070
H  -1.1117  2.9956  5.1257  0.025
H  3.6194  3.3736  -1.1768  0.092
H  0.2972  -4.5363  1.0078  0.052
H  0.2714  -6.2165  0.4293  0.066
H  0.2363  7.1732  -2.2508  0.086
H  0.9582  -0.0849  3.5480  -0.002

Values from the calculation:
- Relative energy (zero: lowest compared OMol25 entry of this formula, charge and spin): 1.458 eV
- Gap between HOMO and LUMO: 6.032 eV
- 2S+1: 1
- Charge: -2

***

No. 4
# C42H41NNiO3P2S

A structure of composition C42H41NNiO3P2S in a non-equilibrium geometry (the ωB97M-V functional and the def2-TZVPD basis, OMol25).

Last column: Mulliken spin population.
Atoms and positions in Å:
Ni  0.4435  -0.2563  3.8704  1.809
S  0.8704  1.1445  6.7508  0.001
P  1.7080  0.4297  -4.7862  0.000
P  -0.1536  -2.0354  -4.4596  0.000
O  2.1815  1.5857  6.3558  -0.001
O  -0.1637  2.1516  6.8855  0.000
O  -0.5418  -2.3138  6.2685  -0.001
N  0.3617  -0.2111  5.8930  0.066
C  -1.4050  1.3619  2.2071  0.042
C  2.4244  0.3193  -7.4863  0.000
C  -0.1862  -4.4659  -5.8396  0.000
C  -0.8672  -3.2396  -5.6678  0.000
C  0.0399  -1.3122  6.7044  0.007
C  -2.1741  -3.1623  -2.7608  0.001
C  -2.8751  -3.2196  -1.5515  0.000
C  -2.0081  -2.9819  -6.4413  0.000
C  0.4170  -1.0296  8.1034  0.003
C  -1.9194  -5.2376  -7.3520  0.000
C  0.8712  2.8431  -3.5310  0.000
C  3.0291  1.9385  -2.8614  0.000
C  1.8532  1.8577  -3.6421  0.000
C  -1.1339  -2.2415  -2.9129  -0.001
C  1.2317  0.7458  9.5467  0.001
C  -2.7015  1.4995  5.8420  0.001
C  2.3011  4.0809  -2.0213  0.000
C  -2.5319  -2.3621  -0.5021  0.000
C  -1.4960  -1.4291  -0.6533  -0.027
C  -2.0241  -0.2123  4.1113  -0.055
C  3.0602  2.4078  -6.4228  0.000
C  2.2480  -0.0087  3.4731  0.072
C  -0.7936  -1.3699  -1.8568  0.003
C  1.1910  -0.1458  10.6274  0.000
C  -0.9979  2.5439  4.3482  0.082
C  2.4947  1.1295  -6.3325  0.000
C  -0.4894  1.9154  3.2550  -0.067
C  -0.0089  0.5412  -5.3215  0.000
C  -2.5563  -4.0004  -7.2421  0.000
C  0.8657  0.2674  8.2866  0.003
C  -2.4053  2.6071  4.7994  0.018
C  2.8373  0.8252  -8.7149  0.000
C  3.2543  3.0582  -2.0701  0.000
C  -0.7107  -5.4521  -6.6729  0.000
C  0.7264  -1.4598  10.4562  0.000
C  -2.3409  0.1436  5.3794  0.023
C  -2.4914  0.4743  2.8522  -0.010
C  1.1059  3.9757  -2.7422  0.000
C  3.4751  2.8992  -7.6687  0.000
C  -0.8655  -0.4678  -5.0065  0.000
C  0.3225  -1.8990  9.1972  -0.001
C  3.3619  2.1166  -8.8186  0.000
H  2.7358  0.2046  -9.6013  0.000
H  0.5513  2.1012  2.9635  0.017
H  -2.3490  -6.0249  -7.9828  0.000
H  -3.7402  1.5514  6.2076  0.000
H  -3.6899  -3.9386  -1.4309  0.000
H  4.1853  3.1412  -1.4951  0.000
H  -2.3107  -0.6124  6.1688  -0.004
H  -2.0733  1.7111  6.7268  0.001
H  2.0054  -0.6882  -7.4064  0.000
H  0.7518  -4.6352  -5.3018  0.000
H  2.7065  -0.7957  4.1140  -0.008
H  3.7554  1.1253  -2.8978  0.000
H  -0.3192  3.1235  4.9607  0.001
H  -1.2353  -0.7544  0.1619  0.017
H  0.7043  -2.1489  11.3098  0.000
H  1.4884  0.1737  11.6294  0.000
H  -1.9608  -0.3885  -5.0237  0.000
H  1.5517  1.7770  9.6826  0.000
H  -1.5939  -1.2326  3.9319  0.023
H  -3.0778  -2.4095  0.4417  0.000
H  -3.4888  -3.8077  -7.7811  0.000
H  -0.2827  1.4083  -5.9307  0.000
H  -1.8831  2.1892  1.6536  0.002
H  -0.8408  0.7684  1.4760  -0.026
H  3.6520  2.5146  -9.7894  0.000
H  -2.4692  -1.9955  -6.4127  0.000
H  -0.0459  -2.9114  9.0206  0.000
H  -0.0721  2.7331  -4.0668  0.000
H  2.7002  0.9702  3.7443  -0.001
H  0.0026  -0.6376  -1.9903  0.000
H  -3.1270  2.5665  3.9792  0.002
H  -0.1826  -6.4011  -6.7952  0.000
H  -2.7581  -0.3054  2.1208  -0.003
H  2.4907  4.9760  -1.4231  0.000
H  -2.5496  3.5749  5.3085  0.002
H  3.1444  3.0378  -5.5337  0.000
H  2.4098  -0.2375  2.4009  0.010
H  3.8751  3.9074  -7.7338  0.000
H  -2.4493  -3.8203  -3.5872  0.000
H  -3.4005  1.0734  3.0089  0.002
H  0.3548  4.7675  -2.7026  0.000

Values from the calculation:
- Relative energy (zero: lowest compared OMol25 entry of this formula, charge and spin): 1.505 eV
- Gap between HOMO and LUMO (alpha / beta): 7.796 / 6.739 eV
- 2S+1: 3

***

no.,calculated total energy (Eh)
1,-7510.73539
2,-3628.58526
3,-6537.24113
4,-4494.55133